Entry 1:
{
  "formula": "C27H28InN4O4Si",
  "method": "wB97M-V/def2-TZVPD",
  "symbols": ["In", "O", "C", "O", "C", "C", "C", "N", "C", "C", "C", "O", "O", "H", "H", "H", "C", "C", "C", "C", "C", "C", "Si", "C", "C", "C", "C", "C", "C", "H", "H", "H", "H", "H", "H", "H", "H", "H", "H", "H", "N", "C", "C", "N", "C", "C", "N", "H", "H", "H", "H", "H", "C", "C", "C", "C", "H", "H", "H", "H", "H", "H", "H", "H", "H"],
  "coordinates": [[-0.22863, -0.13356, -0.15845], [-4.30848, 5.35287, 1.77972], [-3.32648, 5.00362, 2.46263], [-2.86844, 5.44754, 3.52857], [-2.48473, 3.90025, 1.81395], [-2.29751, 3.88058, 0.43392], [-1.55635, 2.87142, -0.13568], [-1.03706, 1.86968, 0.58652], [-1.23212, 1.85964, 1.91463], [-1.91227, 2.87552, 2.55925], [-0.72511, 0.63481, 2.67427], [-0.56993, 0.70479, 3.87528], [-0.52990, -0.42399, 1.94536], [-2.76210, 4.64445, -0.17413], [-1.37694, 2.83360, -1.20500], [-2.00534, 2.85671, 3.63553], [-5.72911, 0.52063, 1.83969], [-4.65918, -0.27291, 2.22922], [-3.69826, -0.64758, 1.30054], [-3.79632, -0.24863, -0.03709], [-4.88623, 0.54343, -0.40943], [-5.84392, 0.92793, 0.51875], [-2.45520, -0.66085, -1.26842], [-2.58813, -2.43228, -1.89758], [-2.53507, -3.51017, -1.00581], [-2.55209, -4.82172, -1.45483], [-2.61377, -5.08682, -2.81838], [-2.67574, -4.03544, -3.71970], [-2.66760, -2.72173, -3.26014], [-6.45752, 0.84655, 2.57110], [-4.55387, -0.57483, 3.26352], [-2.84101, -1.21742, 1.63811], [-4.97615, 0.88625, -1.43412], [-6.66530, 1.56473, 0.21702], [-2.68907, 0.19607, -2.46565], [-2.48158, -3.31965, 0.06206], [-2.50917, -5.63903, -0.74507], [-2.61415, -6.10944, -3.17429], [-2.73024, -4.23606, -4.78264], [-2.71022, -1.90935, -3.97704], [1.06183, -5.33523, -2.37494], [0.98327, -4.09270, -2.94090], [0.70107, -2.95518, -2.15982], [0.60652, -1.75940, -2.68940], [0.78302, -1.65475, -4.01222], [1.06041, -2.77038, -4.77314], [1.16567, -3.99277, -4.24923], [1.08135, -5.42871, -1.37710], [1.44411, -6.07640, -2.93323], [0.54633, -3.05274, -1.08743], [0.70084, -0.67034, -4.45342], [1.20141, -2.68804, -5.84476], [2.50255, -1.87310, 1.22873], [2.81879, -0.98866, 0.02410], [4.28094, -0.54016, 0.08178], [1.88192, 0.21751, -0.06050], [3.07981, -2.80137, 1.19960], [1.44171, -2.12737, 1.29665], [2.74539, -1.35317, 2.15878], [2.70297, -1.58984, -0.88300], [4.46615, 0.02423, 0.99968], [4.52779, 0.10444, -0.76400], [4.96543, -1.39338, 0.06805], [2.16859, 0.85369, -0.90232], [1.96467, 0.81525, 0.85388]],
  "forces_ev_per_a": [[-0.23, 0.34, 0.20], [-0.12, -0.07, 0.08], [0.20, 0.54, -0.24], [-0.12, -0.17, 0.16], [0.00, -0.29, -0.01], [-0.05, 0.02, -0.02], [0.13, -0.05, 0.08], [-0.13, 0.00, 0.03], [0.01, -0.04, -0.11], [0.09, 0.02, 0.02], [-0.06, -0.03, -0.20], [-0.03, -0.04, 0.19], [0.09, 0.01, 0.08], [-0.01, 0.01, 0.02], [0.00, -0.01, -0.01], [-0.02, 0.00, 0.00], [0.01, 0.01, 0.01], [0.00, 0.00, -0.04], [-0.07, 0.03, -0.02], [-0.09, 0.08, 0.10], [0.01, 0.00, 0.05], [0.03, -0.02, -0.01], [0.08, -0.22, -0.11], [-0.03, -0.11, 0.01], [-0.03, 0.05, -0.01], [0.03, 0.02, -0.07], [-0.01, 0.00, 0.03], [0.01, 0.06, 0.04], [0.05, -0.06, 0.03], [-0.01, -0.01, 0.00], [0.01, 0.01, 0.01], [0.03, -0.02, 0.00], [0.00, 0.00, -0.01], [0.00, 0.02, 0.00], [0.05, 0.01, -0.01], [0.01, 0.00, 0.00], [-0.01, 0.00, 0.01], [0.00, 0.00, 0.00], [0.01, 0.00, -0.01], [-0.01, 0.01, -0.01], [-0.05, 0.07, -0.05], [-0.01, -0.10, 0.10], [-0.05, -0.02, 0.03], [0.05, 0.01, -0.11], [-0.01, -0.05, 0.04], [-0.04, 0.00, -0.01], [0.03, 0.00, -0.09], [0.03, 0.01, 0.01], [0.01, 0.00, -0.01], [0.01, 0.01, -0.01], [0.00, 0.01, 0.00], [0.02, -0.01, 0.00], [0.00, -0.02, 0.00], [0.02, 0.05, 0.03], [0.00, -0.03, 0.00], [0.14, -0.14, -0.14], [0.03, 0.02, 0.02], [0.00, -0.02, -0.05], [-0.02, 0.01, 0.00], [-0.05, 0.01, -0.04], [0.00, 0.02, -0.01], [0.00, 0.00, -0.01], [-0.01, 0.00, 0.02], [0.04, 0.04, 0.03], [0.07, 0.05, -0.02]],
  "mulliken_charge": [1.606, -0.732, 0.218, -0.716, 0.549, -0.876, -0.241, -0.239, 0.950, -0.846, 0.180, -0.720, -0.658, 0.452, 0.472, 0.569, -0.411, -0.778, 0.115, 0.496, -0.476, -0.641, -0.023, 0.177, 0.007, -0.693, -0.464, -0.598, -0.362, 0.371, 0.404, 0.239, 0.323, 0.367, -0.304, 0.318, 0.408, 0.396, 0.400, 0.369, -0.388, 0.227, 0.053, 0.212, -0.660, -0.245, -0.711, 0.213, 0.261, 0.026, 0.422, 0.395, -1.409, 1.471, -1.731, -1.545, 0.392, 0.194, 0.404, -0.293, 0.356, 0.392, 0.423, 0.517, 0.419],
  "homo_energy_ev": -5.160,
  "e_above_lowest_ev": 1.209,
  "energy_ev": -55659.1221,
  "lumo_ev": 1.99,
  "total_charge": -1,
  "orbital_gap_ev": 7.145
}

Entry 2:
{
  "formula": "C27H28LaN2O4P2S",
  "method": "wB97M-V/def2-TZVPD",
  "symbols": ["C", "C", "C", "C", "C", "C", "C", "C", "C", "C", "C", "C", "C", "H", "H", "H", "H", "H", "H", "H", "N", "La", "C", "H", "H", "C", "H", "H", "P", "P", "C", "H", "H", "H", "C", "H", "H", "H", "C", "H", "H", "H", "C", "H", "H", "H", "C", "O", "H", "O", "C", "N", "S", "O", "O", "C", "C", "C", "C", "C", "C", "H", "H", "H", "H"],
  "coordinates": [[-2.55505, 2.08602, -3.27312], [-2.13824, 0.80023, -2.96213], [-0.75331, 0.47915, -3.11855], [0.28298, 1.44387, -3.49286], [-0.18211, 2.77411, -3.31876], [-1.56368, 3.09138, -3.40266], [1.66374, 1.02951, -3.62466], [1.93480, -0.32438, -3.18100], [0.83532, -1.23104, -2.83595], [1.02501, -2.60008, -2.43659], [2.30677, -3.09832, -2.40580], [3.39132, -2.18825, -2.47654], [3.16470, -0.80865, -2.67251], [-3.61811, 2.32987, -3.33146], [0.53278, 3.61014, -3.16529], [-1.90123, 4.13657, -3.53393], [2.33571, 1.73672, -3.16757], [2.47941, -4.17394, -2.22224], [4.40153, -2.58454, -2.29970], [4.00706, -0.10034, -2.46022], [-0.45022, -0.79940, -2.78633], [0.26718, 0.47732, 1.99927], [-2.98238, -0.18861, -2.23327], [-2.77366, -1.19374, -2.62096], [-4.06183, 0.00083, -2.32730], [-0.17242, -3.27253, -1.84988], [-1.05177, -3.07578, -2.47009], [-0.05324, -4.37312, -1.76121], [-2.52352, -0.24853, -0.40798], [-0.56757, -2.55285, -0.15966], [0.86351, -3.27324, 0.73326], [0.71114, -3.16722, 1.80965], [0.94757, -4.33980, 0.48007], [1.78998, -2.76114, 0.44993], [-1.81924, -3.78102, 0.33281], [-1.33668, -4.75860, 0.40774], [-2.23298, -3.49741, 1.30495], [-2.62691, -3.82746, -0.40060], [-2.97409, 1.48589, 0.01948], [-3.92161, 1.74519, -0.47603], [-3.09920, 1.57630, 1.10625], [-2.18621, 2.17666, -0.30987], [-4.05981, -1.03977, 0.19144], [-4.01147, -1.11843, 1.28303], [-4.91283, -0.41746, -0.10808], [-4.16793, -2.04341, -0.23920], [-1.59586, -1.11990, 2.61483], [-2.34446, -1.75136, 3.23665], [0.07445, 0.56281, 0.33756], [0.17055, 2.97029, 1.60232], [1.41383, 2.87999, 1.92427], [2.27902, 2.12652, 1.15241], [3.34525, 1.30664, 2.10940], [2.67392, -0.04589, 2.27917], [4.73347, 1.29742, 1.82534], [2.91992, 2.21713, 3.57884], [3.24469, 1.83683, 4.86831], [2.49730, 2.38222, 5.92052], [1.44782, 3.26251, 5.67761], [1.11360, 3.64177, 4.37272], [1.88275, 3.12062, 3.31082], [4.06066, 1.11908, 5.03999], [2.71123, 2.08179, 6.95042], [0.83725, 3.65823, 6.49629], [0.29135, 4.31259, 4.11665]],
  "forces_ev_per_a": [[0.42, -0.82, 0.11], [-0.09, 1.25, 0.05], [1.21, -1.31, -0.28], [-0.20, -0.84, 0.96], [-1.09, 1.84, -1.02], [1.55, -0.08, 0.03], [-2.35, -1.71, 3.75], [-1.33, 0.23, 0.67], [-1.06, 1.18, -0.82], [0.54, 0.38, 0.24], [-0.56, -0.30, 0.03], [-0.07, 1.52, -0.03], [2.30, -0.99, -0.39], [0.33, 0.02, 0.22], [-0.44, -0.65, -0.60], [0.46, -0.67, 0.36], [0.86, 0.60, -1.19], [-0.04, 0.73, 0.02], [-0.49, 0.48, 0.08], [-0.73, -0.71, -0.70], [1.18, 0.65, -0.60], [0.96, 0.16, 2.75], [0.03, -0.77, -0.32], [-0.19, 0.12, 0.09], [0.29, 0.17, 0.12], [-0.33, -0.44, -0.29], [0.06, -0.10, 0.07], [0.09, 0.57, 0.10], [-0.85, 1.36, 0.04], [1.38, -0.72, -0.06], [0.19, -0.39, -0.15], [0.08, -0.09, 0.10], [0.21, 0.16, 0.25], [-0.13, -0.08, 0.07], [-0.16, -0.01, 0.20], [-0.21, -0.02, 0.02], [-0.11, -0.27, -0.13], [0.02, -0.01, 0.10], [-0.11, 0.16, -0.23], [0.20, 0.18, 0.24], [-0.04, 0.04, -0.11], [-0.21, -0.13, 0.10], [-0.14, -0.13, -0.05], [-0.28, -0.06, -0.20], [0.03, -0.27, 0.18], [-0.06, 0.22, 0.18], [-4.04, -3.50, 3.21], [2.62, 2.24, -2.55], [-0.18, 0.38, -5.33], [2.15, 0.03, 0.75], [-0.42, -0.28, -1.45], [-0.69, -0.05, 0.69], [-1.48, 0.23, 0.61], [0.86, 1.28, -0.12], [-0.17, -0.03, -0.44], [-0.30, -0.09, 0.64], [0.42, 0.03, 0.33], [0.35, -0.30, 0.13], [-0.54, 0.59, -0.35], [0.65, -0.10, -0.61], [-0.33, -0.84, 0.84], [-0.53, 0.34, 0.03], [-0.02, 0.12, -0.41], [0.39, -0.22, -0.23], [0.15, -0.25, 0.33]],
  "mulliken_charge": [-0.639, -0.031, 0.505, 0.724, -1.144, -0.436, -0.661, 0.742, 0.472, -0.194, -0.527, -0.420, -1.122, 0.421, 0.343, 0.370, 0.316, 0.391, 0.378, 0.337, -0.132, 1.299, -1.328, 0.285, 0.742, -1.309, 0.335, 0.710, 1.100, 1.199, -1.677, 0.452, 0.417, 0.392, -1.452, 0.463, 0.306, 0.406, -1.576, 0.417, 0.437, 0.300, -1.426, 0.330, 0.463, 0.378, 0.232, -0.188, 0.050, -0.724, 0.587, -0.532, 1.215, -0.638, -0.566, 0.260, -0.754, -0.448, -0.518, -0.612, 0.534, 0.466, 0.400, 0.396, 0.486],
  "homo_energy_ev": [-9.875, -9.876],
  "e_above_lowest_ev": 1.014,
  "energy_ev": -69885.6178,
  "lumo_ev": [-4.23, -4.23],
  "total_charge": 1,
  "orbital_gap_ev": [5.644, 5.645]
}